Entry 1:
ORCA calculation (ωB97M-V/def2-TZVPD) on a structure of composition C21H22N6O3PRu.

Last column: Löwdin spin population.
Geometry (Å):
Ru -0.238 0.061 -1.159  0.956
N -2.533 3.695 -0.951  0.005
C -3.374 3.069 -0.067  0.000
C -2.909 1.794 0.062  0.003
N -1.805 1.649 -0.731  0.001
C -1.597 2.807 -1.335  0.005
C -0.506 2.910 -2.267  0.010
N 0.246 1.842 -2.484  0.001
C 1.186 2.178 -3.413  0.003
C 0.997 3.482 -3.766  -0.001
N -0.074 3.928 -3.033  0.007
H -2.623 4.652 -1.251  0.000
H -4.208 3.567 0.395  0.000
H -3.305 0.977 0.638  0.000
H 1.918 1.474 -3.769  0.000
H 1.523 4.112 -4.461  0.000
H -0.451 4.861 -3.082  0.000
O 2.701 -2.804 -1.474  -0.003
C 2.303 -1.696 -1.203  0.000
O 1.582 -0.911 -1.937  -0.011
C 2.684 -1.101 0.184  -0.005
P 1.298 -0.087 0.765  -0.020
C -0.102 -1.226 1.011  -0.005
C -1.234 -0.663 1.644  -0.003
C -2.326 -1.454 1.939  -0.001
C -2.322 -2.799 1.576  -0.008
C -1.225 -3.354 0.925  0.000
C -0.117 -2.582 0.637  -0.005
C 1.768 0.417 2.442  0.002
C 1.878 -0.567 3.423  0.000
C 2.343 -0.212 4.677  0.000
C 2.684 1.107 4.952  0.000
C 2.527 2.089 3.986  0.000
C 2.073 1.747 2.721  0.000
H 3.555 -0.458 0.037  0.000
H 2.948 -1.895 0.880  -0.001
H -1.208 0.376 1.954  0.000
H -3.176 -1.037 2.463  0.000
H -3.179 -3.418 1.808  0.000
H -1.232 -4.398 0.643  0.000
H 0.738 -3.034 0.149  0.000
H 1.610 -1.594 3.207  0.000
H 2.446 -0.974 5.438  0.000
H 3.067 1.368 5.929  0.000
H 2.767 3.119 4.211  0.000
H 1.957 2.507 1.958  0.000
N -2.196 -3.423 -3.045  0.004
C -1.201 -2.582 -2.729  0.006
N 0.004 -2.781 -3.261  0.001
O -1.429 -1.644 -1.908  0.058
H -2.077 -4.147 -3.732  0.000
H -3.124 -3.246 -2.705  0.000
H 0.204 -3.545 -3.883  0.000
H 0.765 -2.158 -3.006  0.000

Values from the calculation:
ΔE to the lowest compared entry with this formula, charge and spin in kJ/mol: 215.2
HOMO (alpha / beta) in eV: -14.621 / -14.612
Orbital gap (alpha / beta) in eV: 6.7 / 7.0
Total charge: +2
Spin multiplicity: 2



Entry 2:
ORCA calculation (ωB97M-V/def2-TZVPD) on the ion C11H18N with charge +1.

Last column: Löwdin charge in e.
Geometry (Å):
C -3.308 1.491 -0.076  -0.049
C -2.272 1.945 -0.874  -0.041
C -3.140 0.333 0.659  -0.043
C -1.079 1.246 -0.937  -0.023
C -1.948 -0.373 0.604  -0.011
C -0.908 0.081 -0.196  -0.228
C 2.937 -0.355 0.116  -0.041
C 1.293 0.887 1.542  -0.028
C 0.565 -1.016 -1.733  0.005
C 0.402 -1.895 0.478  -0.013
C 1.604 0.350 0.165  -0.270
N 0.362 -0.664 -0.315  -0.221
H -4.238 2.035 -0.030  0.117
H -2.393 2.844 -1.460  0.119
H -3.939 -0.036 1.282  0.118
H -0.299 1.633 -1.572  0.115
H -1.868 -1.274 1.189  0.111
H 3.043 -1.085 0.914  0.092
H 3.140 -0.826 -0.841  0.085
H 3.707 0.399 0.268  0.106
H 1.387 0.121 2.307  0.091
H 0.301 1.329 1.596  0.089
H 2.014 1.667 1.772  0.106
H 1.390 -1.717 -1.839  0.105
H -0.340 -1.485 -2.121  0.127
H 0.777 -0.134 -2.333  0.110
H 1.354 -2.398 0.319  0.107
H 0.290 -1.680 1.538  0.111
H -0.392 -2.569 0.157  0.122
H 1.558 1.145 -0.577  0.134

Values from the calculation:
ΔE to the lowest compared entry with this formula, charge and spin in kJ/mol: 0.0
HOMO in eV: -13.287
SMILES: CC(C)[N+](C)(C)c1ccccc1
Orbital gap in eV: 10.9
Total charge: +1
Spin multiplicity: 1



Entry 3:
ORCA calculation (ωB97M-V/def2-TZVPD) on a cluster of 8 separate species, C12H22BBr6N2O14 in total.

Last column: Löwdin spin population.
Geometry (Å):
N -0.840 -0.297 -0.110  0.003
H -0.830 0.400 0.621  0.000
H -0.736 0.179 -0.994  0.001
H -1.774 -0.645 -0.275  0.000
H -0.027 -0.895 -0.154  0.000
N -0.361 -2.825 -3.072  0.002
H -1.242 -2.331 -3.036  0.000
H -0.564 -3.806 -2.949  0.001
H 0.020 -2.661 -2.151  0.000
H 0.262 -2.589 -3.831  0.002
O -0.120 0.301 -2.732  0.163
C 1.085 0.598 -2.881  0.250
O 1.747 1.428 -2.089  0.085
B 3.182 1.370 -2.484  0.009
O 3.233 0.437 -3.648  0.081
C 2.021 -0.081 -3.862  0.214
O 1.620 -0.791 -4.795  0.174
O 4.010 0.952 -1.354  0.002
C 4.852 1.922 -1.079  0.000
O 5.690 2.012 -0.153  0.000
C 4.686 3.002 -2.159  0.000
O 3.787 2.631 -3.014  0.002
O 5.328 4.082 -2.174  0.000
O -4.783 -2.714 -1.329  0.000
C -3.642 -2.085 -1.211  0.000
O -2.797 -2.111 -2.177  0.001
O -3.407 -1.424 -0.228  0.000
H -5.101 -2.544 -0.439  0.000
O 3.096 -3.069 -0.362  0.000
C 2.044 -2.306 -0.425  0.002
O 0.956 -2.857 -0.697  0.001
O 1.969 -1.122 0.026  0.002
H 2.493 -3.809 -0.462  0.000
Br 0.081 2.614 1.961  0.000
C 0.820 3.843 3.186  0.000
C -0.165 4.135 4.428  0.000
Br -0.327 2.480 5.564  0.000
H 1.015 4.675 2.509  0.000
H 1.793 3.520 3.556  0.000
H -1.107 4.386 3.941  0.000
H 0.199 4.975 5.020  0.000
Br 3.251 -2.786 5.368  0.000
C 2.348 -3.303 3.668  0.000
C 1.123 -2.414 3.234  0.000
Br 1.707 -0.525 3.268  0.000
H 2.106 -4.361 3.775  0.000
H 3.101 -3.368 2.882  0.000
H 0.280 -2.511 3.918  0.000
H 0.722 -2.537 2.228  0.000
Br -7.528 1.398 0.596  0.001
C -5.764 0.924 -0.203  0.000
C -5.018 2.246 -0.549  0.001
Br -3.156 1.726 -1.144  0.002
H -5.938 0.276 -1.062  0.000
H -5.250 0.404 0.605  0.000
H -4.858 2.928 0.287  0.000
H -5.296 2.923 -1.357  0.000

Values from the calculation:
HOMO (alpha / beta) in eV: 1.389 / -2.673
Orbital gap (alpha / beta) in eV: 2.0 / 6.0
Total charge: -2
Spin multiplicity: 2



Entry 4:
ORCA calculation (ωB97M-V/def2-TZVPD) on a structure of composition C7H7Cl2N4S.

Last column: Löwdin charge in e.
Geometry (Å):
C -2.069 1.350 1.035  -0.041
C -1.006 0.913 0.196  -0.196
C -0.429 -0.276 0.507  0.003
C -1.731 -0.490 2.436  -0.845
C 0.336 1.408 -1.702  -0.611
C 1.006 -0.738 -0.882  -0.719
C 2.206 -1.508 -0.393  -0.102
N -2.372 0.674 2.080  0.090
N -0.814 1.487 -1.062  0.123
N -0.735 -1.014 1.558  0.103
N 1.311 0.550 -1.361  0.017
S -2.177 -1.402 3.707  0.748
Cl 0.545 2.551 -3.087  0.749
Cl 0.133 -1.582 -2.143  0.759
H -2.467 2.301 0.857  0.120
H 2.989 -0.940 0.215  0.114
H 2.867 -2.032 -1.206  0.132
H 1.899 -2.294 0.336  0.091
H -1.392 2.286 -1.249  0.161
H -0.392 -1.898 1.824  0.121
H 2.293 0.654 -1.664  0.184

Values from the calculation:
HOMO in eV: -11.732
Orbital gap in eV: 7.0
Total charge: +1
Spin multiplicity: 1



| no. | maximum force (eV/Å) |
| --- | --- |
| 1 | 2.056 |
| 2 | 2.038 |
| 3 | 7.968 |
| 4 | 4.911 |